No. 1
15
Properties=species:S:1:pos:R:3 method="wB97M-V/def2-TZVPD" relative_energy_kj_mol=419.0 energy_ha=-345.64536 homo_lumo_gap_ha=0.342
O 1.599 0.964 0.768
O 0.486 -1.065 1.621
C -0.018 1.716 0.177
C -2.038 0.068 0.031
C -0.695 0.655 0.185
C 1.046 -1.134 -0.717
C 0.637 -0.461 0.582
H 1.095 -0.436 -1.552
H 0.249 2.751 0.145
H -2.176 -0.708 0.788
H 2.420 0.769 0.291
H 0.333 -1.927 -0.949
H 2.028 -1.589 -0.561
H -2.835 0.805 0.137
H -2.131 -0.409 -0.949

=====

No. 2
15
Properties=species:S:1:pos:R:3 method="wB97M-V/def2-TZVPD" relative_energy_kj_mol=233.7 energy_ha=-345.71594 homo_lumo_gap_ha=0.347
O -0.745 0.768 0.525
O 0.221 -1.097 0.509
C -0.449 -0.154 -1.733
C -1.159 -0.675 2.598
C -0.541 -0.434 1.401
C 0.143 0.094 -0.402
C 1.535 0.787 -0.570
H -0.869 -1.110 -1.845
H -1.764 0.150 3.045
H 0.223 0.022 -2.589
H 1.856 1.436 0.199
H -1.036 -1.608 3.168
H 1.539 1.168 -1.590
H 2.273 0.076 -0.661
H -1.227 0.577 -2.054

=====

No. 3
15
Properties=species:S:1:pos:R:3 method="wB97M-V/def2-TZVPD" relative_energy_kj_mol=404.8 energy_ha=-345.65077 homo_lumo_gap_ha=0.316
O -0.812 1.624 -0.199
O 0.782 0.395 -2.187
C 0.443 0.166 1.273
C 1.804 -0.725 -0.348
C 0.780 0.037 -1.019
C -1.474 -0.705 -0.165
C -0.345 0.310 -0.030
H 1.226 -0.670 1.082
H -1.904 -0.641 -1.169
H -1.118 -1.729 -0.005
H -2.255 -0.474 0.566
H 2.738 -0.191 -0.137
H -0.109 -0.256 2.118
H -0.767 1.792 -1.155
H 0.945 1.093 1.550

=====

No. 4
15
Properties=species:S:1:pos:R:3 method="wB97M-V/def2-TZVPD" relative_energy_kj_mol=469.8 energy_ha=-345.62602 homo_lumo_gap_ha=0.322
O 1.993 -0.996 -0.409
O -0.575 -0.665 -1.243
C 1.165 -0.362 0.486
C -0.744 0.638 -0.623
C 0.623 0.968 -0.002
C -0.801 -1.267 0.010
C -1.561 -0.035 0.481
H 0.203 -1.473 0.595
H 1.311 1.383 -0.746
H -2.618 -0.125 0.214
H -1.167 1.391 -1.298
H -1.451 0.311 1.512
H 0.508 1.695 0.808
H 1.481 -1.055 -1.237
H 1.601 -0.394 1.485

=====

No. 5
15
Properties=species:S:1:pos:R:3 method="wB97M-V/def2-TZVPD" relative_energy_kj_mol=378.2 energy_ha=-345.66091 homo_lumo_gap_ha=0.353
O 1.425 0.759 -1.286
O -2.711 -0.240 0.371
C 1.663 -0.624 -1.048
C -1.740 -0.939 -0.150
C 0.511 0.058 -0.455
C -0.881 -0.091 -1.058
C 0.510 0.451 1.003
H -0.809 -0.590 -2.031
H 1.525 0.524 1.399
H 1.527 -1.277 -1.911
H -2.723 0.702 0.075
H 2.534 -0.844 -0.430
H -0.048 -0.294 1.582
H -1.288 0.929 -1.226
H 0.018 1.423 1.132

=====

No. 6
15
Properties=species:S:1:pos:R:3 method="wB97M-V/def2-TZVPD" relative_energy_kj_mol=459.5 energy_ha=-345.62996 smiles="C=CO[C@H]1C=C1O.[H][H]" homo_lumo_gap_ha=0.347
O -1.213 0.643 -2.160
O 0.910 -1.205 -0.082
C -1.158 -0.269 -1.186
C 2.045 0.610 0.908
C -1.595 -0.785 -0.077
C 1.398 0.064 -0.116
C -0.364 -1.386 -0.683
H 2.166 0.070 1.842
H -0.373 -2.381 -1.132
H -1.927 1.266 -1.951
H -0.997 0.991 2.214
H 2.464 1.606 0.821
H -0.323 0.993 1.897
H -2.274 -0.812 0.762
H 1.240 0.595 -1.057

=====

No. 7
15
Properties=species:S:1:pos:R:3 method="wB97M-V/def2-TZVPD" relative_energy_kj_mol=695.4 energy_ha=-345.54010 homo_lumo_gap_ha=0.341
O -0.545 -2.417 0.448
O -0.024 -1.307 0.947
C 1.890 0.232 -1.470
C 0.028 1.044 1.310
C -0.536 -0.202 0.677
C 1.981 -0.907 -1.140
C -1.525 0.023 -0.370
H 1.006 1.335 0.909
H -1.807 1.056 -0.527
H 2.179 -1.834 -0.619
H -0.650 1.911 0.998
H 0.164 0.911 2.349
H 1.508 1.155 -1.991
H -1.295 -0.487 -1.342
H -2.374 -0.514 -0.178

=====

No. 8
15
Properties=species:S:1:pos:R:3 method="wB97M-V/def2-TZVPD" relative_energy_kj_mol=403.2 energy_ha=-345.65137 homo_lumo_gap_ha="0.277 / 0.277"
O 0.127 1.402 1.789
O -1.529 -1.246 -1.491
C -0.497 -0.745 1.053
C -1.005 -0.328 -0.674
C 0.209 0.296 -1.060
C 1.354 0.346 -0.135
C 0.404 0.355 1.004
H -0.895 -1.594 -2.136
H -1.862 0.256 -0.357
H -0.063 -1.733 0.972
H 0.260 0.813 -2.010
H -1.332 -0.681 1.746
H 0.842 2.051 1.681
H 1.915 1.287 -0.213
H 2.072 -0.479 -0.168

=====

No. 9
15
Properties=species:S:1:pos:R:3 method="wB97M-V/def2-TZVPD" relative_energy_kj_mol=255.4 energy_ha=-345.70769 smiles=C#C[C@H](O)CCO homo_lumo_gap_ha=0.399
O 0.491 1.896 0.819
O 0.285 -2.364 -0.068
C 1.018 -0.155 -0.446
C 0.694 1.343 -0.465
C -0.204 -1.084 -0.415
C -1.922 0.201 1.168
C -1.206 -0.524 0.522
H -0.158 1.531 -1.142
H 1.616 -0.374 0.448
H -2.552 0.834 1.754
H 1.610 -0.433 -1.324
H 1.543 1.887 -0.878
H -0.461 -2.940 0.135
H -0.679 -1.096 -1.413
H -0.074 1.280 1.305

=====

No. 10
15
Properties=species:S:1:pos:R:3 method="wB97M-V/def2-TZVPD" relative_energy_kj_mol=246.0 energy_ha=-345.71126 smiles="C=C(C=O)OCC" homo_lumo_gap_ha=0.344
O 0.575 0.061 0.655
O -0.847 3.288 1.068
C 0.847 -0.697 -0.663
C -1.260 0.884 -0.448
C 0.679 -2.146 -0.305
C -0.368 2.231 1.412
C -0.343 1.039 0.502
H 1.849 -0.338 -0.848
H -0.011 2.101 2.450
H 1.027 -2.827 -1.087
H -0.380 -2.365 -0.122
H -1.460 -0.125 -0.776
H 1.232 -2.316 0.615
H -1.818 1.698 -0.855
H 0.279 -0.487 -1.597

=====

No. 11
15
Properties=species:S:1:pos:R:3 method="wB97M-V/def2-TZVPD" relative_energy_kj_mol=314.4 energy_ha=-345.68522 smiles="CC1=C[C@]1(O)CO" homo_lumo_gap_ha=0.390
O 1.625 -1.314 0.621
O 0.265 1.633 -0.981
C 1.752 0.026 0.241
C -0.345 -0.819 -1.005
C -0.783 -0.248 0.085
C -1.973 0.053 0.889
C 0.433 0.353 -0.455
H 1.116 1.957 -1.294
H -2.479 0.848 0.322
H 0.995 -1.594 -0.079
H -2.612 -0.836 0.935
H -1.728 0.419 1.893
H 1.863 0.722 1.085
H 2.637 0.135 -0.406
H -0.765 -1.335 -1.850

=====

No. 12
15
Properties=species:S:1:pos:R:3 method="wB97M-V/def2-TZVPD" relative_energy_kj_mol=403.4 energy_ha=-345.65132 homo_lumo_gap_ha=0.303
O -0.349 0.892 1.207
O -1.494 2.082 -0.261
C -0.413 -0.365 1.889
C 1.613 -0.096 -1.082
C 0.424 -0.907 -0.735
C -0.952 1.046 0.008
C -0.841 -0.135 -0.970
H -0.846 0.316 -1.974
H 2.116 -0.701 -1.853
H 2.326 -0.102 -0.246
H 0.345 -1.078 1.546
H -0.246 -0.112 2.935
H -1.745 -0.751 -0.875
H 1.478 0.934 -1.451
H -1.401 -0.821 1.772

=====

No. 13
15
Properties=species:S:1:pos:R:3 method="wB97M-V/def2-TZVPD" relative_energy_kj_mol=111.9 energy_ha=-345.76234 smiles="O=C1CC(CO)C1" homo_lumo_gap_ha=0.369
O 3.053 0.415 0.551
O -1.643 1.035 0.769
C -1.515 -0.198 0.085
C 0.787 -0.320 1.343
C 0.908 0.311 -0.756
C 1.871 0.231 0.425
C -0.050 -0.592 0.065
H -2.576 1.278 0.780
H -2.116 -0.982 0.570
H -1.861 -0.110 -0.956
H 0.338 0.490 1.929
H 0.504 1.324 -0.870
H 1.264 -0.047 -1.726
H 1.062 -1.154 1.993
H 0.034 -1.638 -0.250

=====

No. 14
15
Properties=species:S:1:pos:R:3 method="wB97M-V/def2-TZVPD" relative_energy_kj_mol=338.0 energy_ha=-345.67623 homo_lumo_gap_ha=0.333
O -0.225 0.865 -2.042
O -0.422 -1.033 1.777
C 0.000 -0.330 0.640
C -1.164 0.393 -0.024
C -1.330 0.375 -1.490
C -0.061 1.152 0.708
C 1.057 -1.056 -0.167
H -2.089 0.247 0.527
H 0.620 1.729 0.088
H -0.338 0.811 -3.001
H 1.628 -0.379 -0.806
H 0.613 -1.834 -0.797
H 1.752 -1.548 0.522
H -0.346 1.603 1.654
H 0.305 -0.998 2.412

=====

No. 15
15
Properties=species:S:1:pos:R:3 method="wB97M-V/def2-TZVPD" relative_energy_kj_mol=361.4 energy_ha=-345.66731 homo_lumo_gap_ha=0.341
O 0.547 -0.699 0.889
O 0.005 0.769 -1.411
C -1.826 -0.042 0.764
C -0.808 -0.238 -1.204
C 1.588 -0.312 0.018
C 1.198 1.002 -0.602
C -0.668 -0.875 0.163
H -1.418 0.719 1.433
H 1.010 1.752 0.178
H 1.731 -1.052 -0.786
H -2.382 0.431 -0.067
H -0.897 -1.952 0.145
H -2.553 -0.658 1.282
H 2.518 -0.239 0.589
H 1.924 1.390 -1.318

=====

No. 16
15
Properties=species:S:1:pos:R:3 method="wB97M-V/def2-TZVPD" relative_energy_kj_mol=759.0 energy_ha=-345.51585 homo_lumo_gap_ha=0.394
O -0.420 0.023 -0.785
O 1.213 1.175 0.112
C -0.600 -1.898 1.549
C 0.135 1.086 -0.235
C -0.808 2.226 -0.336
C 0.373 -1.156 -0.779
C 0.389 -1.790 0.658
H -1.158 2.512 -1.300
H -1.603 2.032 0.014
H -0.255 3.308 -0.100
H 1.121 -0.786 -1.213
H -0.416 -1.910 -1.503
H -0.314 -2.121 2.738
H -1.869 -1.396 0.923
H 1.216 -2.021 0.677

=====

No. 17
15
Properties=species:S:1:pos:R:3 method="wB97M-V/def2-TZVPD" relative_energy_kj_mol=404.8 energy_ha=-345.65079 smiles="C=C=C(O)[C@@H](C)O" homo_lumo_gap_ha=0.320
O 1.504 0.977 1.286
O -1.333 0.229 -0.843
C 0.505 0.348 0.572
C 0.369 0.682 -0.837
C 0.894 -0.290 -1.857
C -0.559 -0.294 1.065
C -1.307 -1.025 1.858
H -2.316 -0.742 2.127
H 0.604 1.730 -1.051
H -0.934 -1.963 2.251
H -1.801 0.996 -0.485
H 0.571 -1.302 -1.621
H 1.275 0.945 2.224
H 0.543 -0.033 -2.855
H 1.986 -0.258 -1.834

=====

No. 18
15
Properties=species:S:1:pos:R:3 method="wB97M-V/def2-TZVPD" relative_energy_kj_mol=335.9 energy_ha=-345.67702 smiles="CC1=C[C@H]1O.C=O" homo_lumo_gap_ha=0.354
O 0.928 -0.684 2.072
O 0.929 -1.588 -0.631
C -0.020 0.751 -0.890
C -1.255 1.359 -0.338
C 1.239 0.853 -1.216
C 0.622 -0.473 -1.436
C -0.162 -1.204 2.148
H -2.044 1.376 -1.098
H 0.389 -0.844 -2.436
H -1.635 0.767 0.504
H -0.557 -1.825 1.325
H 1.308 -1.250 0.198
H -1.080 2.381 0.009
H 2.138 1.454 -1.254
H -0.800 -1.071 3.041

=====

No. 19
15
Properties=species:S:1:pos:R:3 method="wB97M-V/def2-TZVPD" relative_energy_kj_mol=261.9 energy_ha=-345.70521 smiles=O[C@H]1C[C@]2(CO2)C1 homo_lumo_gap_ha=0.407
O -2.174 0.782 0.914
O 1.352 1.141 -0.904
C 0.256 0.195 1.134
C -1.198 -0.213 0.756
C 0.606 0.076 -0.349
C 1.850 -0.186 -1.037
C -0.755 -0.463 -0.710
H 0.768 -0.424 1.880
H -0.693 -1.531 -0.963
H -1.873 1.558 0.422
H 0.334 1.242 1.452
H 1.856 -0.530 -2.072
H 2.516 -0.622 -0.311
H -1.282 0.069 -1.499
H -1.563 -1.094 1.287

=====

No. 20
15
Properties=species:S:1:pos:R:3 method="wB97M-V/def2-TZVPD" relative_energy_kj_mol=441.4 energy_ha=-345.63684 homo_lumo_gap_ha=0.331
O 0.754 -0.087 1.704
O -0.473 2.221 0.488
C -0.318 -0.917 -1.535
C -0.477 -0.368 1.116
C -0.091 -0.118 -0.286
C -0.973 0.974 0.197
C 1.304 0.002 0.379
H -1.757 0.643 0.900
H 1.910 -0.884 0.180
H 0.138 -1.908 -1.448
H -1.113 -1.174 1.500
H 0.469 2.147 0.680
H 0.113 -0.407 -2.403
H 1.905 0.909 0.245
H -1.390 -1.032 -1.716